# 1
# C19H52ClO11

A cluster of 8 separate species, C19H52ClO11 in total at a distorted geometry (ωB97M-V with the def2-TZVPD basis set, the OMol25 dataset).

Structure (XYZ):
```
83
Properties=species:S:1:pos:R:3
Cl -1.06091 0.76360 -0.11537
O -1.83016 -0.15805 0.73127
O -0.76242 1.89782 0.73733
O 0.20613 0.12341 -0.51037
O -1.76201 1.26449 -1.21753
C 0.23590 -2.14011 -3.37053
C 0.85937 -3.43564 -3.94459
C -0.06849 -4.05136 -4.97953
O 1.98038 -3.17714 -4.64672
H 0.08925 -1.37957 -4.13745
H 0.94341 -1.70034 -2.66759
H -0.72794 -2.26575 -2.87723
H 1.10237 -4.23838 -3.24841
H -0.50817 -3.40333 -5.73771
H -0.93209 -4.52033 -4.50799
H 0.41631 -4.92524 -5.41473
H 2.67378 -3.02503 -4.00046
C -2.44242 1.04765 4.00817
C -3.47034 1.86499 4.71321
C -4.90358 1.51793 4.26677
O -3.23694 1.49414 6.10597
H -1.44340 0.99696 4.44116
H -2.26773 1.55999 3.06208
H -2.66993 0.00668 3.77854
H -3.34498 2.94567 4.64603
H -4.97344 1.55850 3.17977
H -5.62251 2.23225 4.66800
H -5.30001 0.58204 4.66055
H -4.05765 1.48281 6.60386
C 3.88520 0.62043 3.01451
C 2.66532 0.16338 2.24454
C 1.44222 -0.12998 3.08305
O 2.37778 1.25119 1.44360
H 4.20704 -0.20076 3.65496
H 3.65118 1.44150 3.69214
H 4.66472 0.77084 2.26764
H 2.90373 -0.71843 1.64983
H 1.01894 0.79088 3.48423
H 1.57009 -0.82951 3.90914
H 0.59569 -0.54241 2.53407
H 1.56125 0.96241 1.02949
C -0.24072 -3.73843 -0.16512
C -0.66693 -4.30484 1.19849
C -1.84114 -3.63945 1.84284
O -0.78583 -5.72973 1.07009
H 0.04354 -2.68666 -0.13221
H -1.07704 -3.75651 -0.86394
H 0.68586 -4.23924 -0.44571
H 0.17276 -4.05672 1.84769
H -2.22116 -4.20449 2.69396
H -2.68368 -3.67606 1.15227
H -1.72800 -2.58191 2.08138
H -1.51591 -5.86139 0.46078
C 2.92228 0.74718 -5.04531
C 1.62385 1.47290 -5.27949
C 1.04690 1.79141 -3.88127
O 1.91599 2.69437 -5.97252
H 3.42762 0.41452 -5.95199
H 2.73410 -0.10806 -4.39627
H 3.57296 1.37638 -4.43799
H 0.82615 0.93146 -5.78804
H 1.08384 0.94697 -3.19305
H -0.00686 2.05883 -3.95987
H 1.53089 2.59552 -3.32697
H 2.23903 2.52320 -6.86018
C 2.27393 4.55836 0.38232
C 2.32955 4.87817 1.84702
C 1.01608 4.79310 2.55812
O 3.13682 3.88313 2.40889
H 1.84353 3.57279 0.20484
H 3.24444 4.68761 -0.09674
H 1.74261 5.31823 -0.19074
H 2.79487 5.84468 2.04053
H 0.33510 5.52536 2.12434
H 1.15234 5.13111 3.58539
H 0.60087 3.78759 2.62638
H 2.82728 3.03207 2.09031
C -3.71310 -1.80566 -1.76554
O -3.98355 -1.92272 -0.37792
H -4.57873 -2.13289 -2.34147
H -3.44777 -0.79977 -2.09093
H -2.89518 -2.49117 -1.98734
H -3.40221 -1.32743 0.10091
```

- net charge = 0
- Kohn-Sham gap (alpha / beta) (hartree) = 0.3630 / 0.1141
- E_HOMO (alpha / beta) (eV) = -9.63 / -9.63
- max |F| (eV/Å) = 3.35
- E (eV) = -55578.0254
- ⟨S²⟩ = 0.7628
- 2S+1 = 2



# 2
# C2H48O24

A cluster of 23 separate species, C2H48O24 in total at a distorted geometry (ωB97M-V with the def2-TZVPD basis set, the OMol25 dataset).

Structure (XYZ):
```
74
Properties=species:S:1:pos:R:3
O 1.00281 -1.42758 0.32788
C -0.02819 -0.70858 -0.48112
C -0.10319 0.74542 0.01588
O -1.28819 1.22842 -0.58612
H -0.96519 -1.25058 -0.31012
H 0.12781 -0.65858 -1.53912
H 0.69681 1.36642 -0.35012
H -0.30819 0.76842 1.08588
O -3.46219 -0.78458 -1.68512
H -2.76719 -0.31958 -1.24212
H -3.69819 -0.23958 -2.47012
O -0.47519 3.55042 -1.40812
H -0.69119 4.19342 -0.75512
H -0.73119 2.69542 -1.11812
O 1.77681 -1.03458 -3.83812
H 1.20681 -0.62558 -4.48812
H 2.40781 -0.38758 -3.65512
O 1.25981 2.50442 2.41188
H 1.41581 2.96142 3.20588
H 1.06681 3.12242 1.71488
O 1.25181 1.79842 -2.91212
H 1.00781 1.45842 -2.05512
H 2.03881 2.21342 -2.65112
O -0.66319 0.87342 3.74988
H -0.21219 1.67342 3.45488
H -0.66619 0.96242 4.71288
O -0.88819 -3.35758 -1.80112
H -0.05819 -3.20258 -1.41412
H -1.53419 -2.97558 -1.24412
O 1.92181 -2.66358 -1.72512
H 1.45781 -2.16758 -1.00712
H 1.74781 -2.00458 -2.36812
O -3.81419 2.43342 -1.01912
H -3.78119 2.69442 -1.92312
H -2.99319 2.05042 -0.75512
O 3.55181 1.80342 1.27788
H 2.71981 1.88142 1.78488
H 3.78081 2.69842 1.05288
O 1.58981 4.04142 0.16388
H 1.02081 3.78342 -0.57212
H 1.33781 4.93742 0.41188
O 3.55081 -2.40758 1.13888
H 3.07081 -1.96158 0.41688
H 2.94481 -2.23258 1.86188
O 2.93981 0.09142 -0.62312
H 2.07181 -0.28958 -0.40112
H 3.28081 0.61242 0.06188
O -1.40619 -1.86158 2.15488
H -2.06719 -1.18358 2.03888
H -0.66919 -1.53158 1.61788
O 0.98581 -3.46658 3.36688
H 1.77181 -3.64158 3.82988
H 1.04481 -2.54258 3.08688
O 1.45881 -0.74758 2.81388
H 0.72881 -0.21958 3.18288
H 1.22781 -0.78358 1.89788
O -1.74419 2.74842 1.62888
H -1.12719 2.25342 1.09388
H -1.26019 3.44442 2.10988
O -1.36019 -1.65458 -3.93412
H -1.08119 -0.80258 -3.65812
H -1.17119 -2.20058 -3.12312
O -1.45919 0.92642 -3.18712
H -1.31819 0.98942 -2.24512
H -2.06119 1.58942 -3.40612
O -3.11819 0.25142 1.05488
H -3.26919 0.76942 1.83888
H -2.37219 0.61042 0.53688
O 0.85281 -3.95758 0.78988
H 0.99781 -3.97558 1.73688
H 0.77681 -3.00058 0.70688
O -2.73619 -3.28458 0.30988
H -2.53619 -4.21358 0.23088
H -2.20619 -2.95858 1.07388
```

- energy relative to the best compared isomer or geometry (same formula, charge and spin) (kcal/mol) = 60.8
- net charge = -2
- Kohn-Sham gap (hartree) = 0.2347
- E_HOMO (eV) = -3.10
- max |F| (eV/Å) = 3.75
- E (eV) = -51994.5291
- 2S+1 = 1



# 3
# C4H4BrNS

The molecule C4H4BrNS at a distorted geometry (ωB97M-V with the def2-TZVPD basis set, the OMol25 dataset).

Structure (XYZ):
```
11
Properties=species:S:1:pos:R:3
C -0.94379 -0.83963 -0.47515
C -1.04834 -0.82700 0.90646
C -0.51856 0.04427 -1.31594
C 1.28872 0.53538 1.02125
N -0.38044 1.18779 -1.85764
S 0.04626 -0.15019 1.94340
Br 2.47640 1.88444 1.60123
H -1.34106 -1.68286 -0.92206
H -1.76486 -1.54694 1.40360
H 1.69907 -0.03362 0.06097
H 0.48659 1.42837 -2.36610
```

- energy relative to the best compared isomer or geometry (same formula, charge and spin) (kcal/mol) = 70.6
- net charge = 0
- Kohn-Sham gap (alpha / beta) (hartree) = 0.2646 / 0.2498
- E_HOMO (alpha / beta) (eV) = -7.48 / -7.08
- max |F| (eV/Å) = 6.34
- E (eV) = -86575.9610
- 2S+1 = 1



# 4
# C12H27NO7PS2

A cluster of 2 separate species, C12H27NO7PS2 in total at a distorted geometry (ωB97M-V with the def2-TZVPD basis set, the OMol25 dataset).

Structure (XYZ):
```
50
Properties=species:S:1:pos:R:3
C 2.53398 -1.42926 -2.29950
N 1.35757 -2.31095 -2.38100
C 0.89678 -2.88619 -1.09495
C 1.85427 -2.82189 0.10360
O 1.95635 -1.57721 0.70725
C 3.27749 -1.04493 0.86813
C 3.49499 -0.55946 2.32100
O 3.74233 -1.45387 3.15031
O 3.41980 0.66979 2.48957
S -0.65432 -2.03463 -0.68153
C -1.70318 -2.33009 -2.08752
O -0.43476 -0.61788 -0.60655
O -1.21842 -2.71345 0.45725
P 1.43209 -3.35875 -3.67004
O 0.40744 -4.52017 -3.30735
O 2.88576 -4.04220 -3.71493
S 1.02560 -2.54296 -5.38517
H 2.72638 -1.04335 -3.30159
H 2.29065 -0.59087 -1.65635
H 3.44200 -1.93532 -1.96288
H 0.62320 -3.93576 -1.18959
H 1.44273 -3.52726 0.83598
H 2.82117 -3.23775 -0.19907
H 4.04648 -1.79451 0.66214
H 3.39085 -0.17936 0.21181
H -1.55365 -3.35439 -2.41742
H -2.72746 -2.20867 -1.74965
H -1.42578 -1.61811 -2.85874
H 0.22541 -5.03138 -4.10783
H 3.46438 -3.70805 -3.01566
C -0.30542 1.80177 1.66766
C -1.58496 2.06154 2.45872
C -2.78393 2.41333 1.57780
C -2.62356 3.69370 0.75645
C -2.34043 4.95133 1.57622
C -3.46210 5.30977 2.54700
H 0.00952 2.68543 1.10770
H 0.51705 1.52915 2.32969
H -0.44959 0.98267 0.96180
H -1.41327 2.85319 3.19564
H -1.83218 1.16348 3.03112
H -3.67957 2.49176 2.20403
H -2.97016 1.58317 0.88935
H -3.53752 3.85069 0.17158
H -1.81983 3.55868 0.02878
H -2.18904 5.78764 0.88725
H -1.40303 4.83658 2.12530
H -4.40094 5.47483 2.01252
H -3.22468 6.22371 3.09507
H -3.62467 4.52050 3.28192
```

- net charge = -1
- Kohn-Sham gap (hartree) = 0.2365
- E_HOMO (eV) = -4.50
- max |F| (eV/Å) = 2.20
- E (eV) = -59666.9286
- 2S+1 = 1



# 5
# C16H26N2O3S

The molecule C16H26N2O3S at a distorted geometry (ωB97M-V with the def2-TZVPD basis set, the OMol25 dataset).

Structure (XYZ):
```
48
Properties=species:S:1:pos:R:3
C -2.31521 -2.44799 -0.65915
N -2.82494 -1.65322 0.43558
C -3.97094 -2.22931 1.10799
S -3.08698 -0.06698 -0.04879
O -3.74860 -0.01060 -1.31694
O -3.67330 0.63779 1.05122
N -1.49813 0.38923 -0.27521
C -0.78370 0.50275 0.97904
C 0.71014 0.63137 0.69263
C 1.03272 1.82962 -0.21374
C 0.76496 3.16629 0.52300
O 1.56798 3.35505 1.66219
C 2.52692 1.85866 -0.60040
C 3.10129 0.68408 -1.40464
C 3.24753 -0.60413 -0.64431
C 2.60022 -1.76017 -1.06532
C 2.74541 -2.94797 -0.37017
C 3.54608 -2.99848 0.75747
C 4.20566 -1.85640 1.17953
C 4.05987 -0.67145 0.48187
C 0.13996 1.74092 -1.46109
C -1.33702 1.55837 -1.11884
H -3.06870 -2.58856 -1.44147
H -1.46413 -1.91699 -1.07690
H -1.99593 -3.41679 -0.27697
H -4.33849 -1.48853 1.81331
H -3.65524 -3.12478 1.64356
H -4.77224 -2.48719 0.40642
H -0.98947 -0.41080 1.53880
H -1.16882 1.35034 1.56229
H 1.26342 0.69733 1.63175
H 1.02762 -0.28044 0.19013
H -0.29409 3.25325 0.79024
H 1.01333 3.99740 -0.14246
H 1.30918 2.71318 2.33202
H 2.68684 2.76341 -1.19215
H 3.10072 1.97409 0.32053
H 4.09813 0.99111 -1.73630
H 2.50418 0.51451 -2.30125
H 1.97450 -1.73078 -1.94712
H 2.23409 -3.83618 -0.71190
H 3.66148 -3.92453 1.30086
H 4.84086 -1.89129 2.05271
H 4.58768 0.21175 0.81151
H 0.25766 2.63727 -2.07211
H 0.44737 0.87764 -2.05054
H -1.92339 1.37612 -2.02052
H -1.74216 2.45298 -0.62606
```

- SMILES = CN(C)S(=O)(=O)N1CCC(CO)(CCc2ccccc2)CC1
- energy relative to the best compared isomer or geometry (same formula, charge and spin) (kcal/mol) = 55.8
- net charge = 0
- Kohn-Sham gap (hartree) = 0.3591
- E_HOMO (eV) = -9.11
- max |F| (eV/Å) = 1.08
- E (eV) = -36971.6348
- 2S+1 = 1